# 1
C11H25BrNO4P3S as an isolated structure. Source: the Open Molecules 2025 dataset; level of theory: ωB97M-V/def2-TZVPD.

## Properties
strongest force on any atom: 0.0384 Eh/bohr
energy: -130237.013 eV
charge: 0
orbital gap: 4.47 eV

Positions of all 46 atoms, in Å:
C: 1.824 -2.902 1.263
C: 2.884 -1.998 1.922
P: 2.766 -0.180 1.648
C: 3.743 0.271 0.147
C: 3.829 1.803 0.083
C: 1.049 0.212 1.088
N: 0.621 -0.116 -0.077
C: -0.757 0.386 -0.380
C: -1.628 -0.887 -0.178
C: -2.870 -1.089 -0.992
C: -2.713 -1.527 -2.467
S: -1.140 -2.358 -2.878
P: -0.615 1.154 -2.055
O: 0.194 2.401 -1.982
C: -0.820 1.524 0.646
P: -2.438 2.195 1.150
O: -3.074 1.406 2.188
O: -2.072 3.675 1.643
O: -3.299 2.353 -0.185
C: -0.001 0.951 1.830
H: 0.830 -2.467 1.260
H: 1.785 -3.846 1.799
H: 2.117 -3.130 0.240
H: 3.860 -2.271 1.522
H: 2.890 -2.159 2.994
H: 4.714 -0.208 0.225
H: 3.221 -0.084 -0.744
H: 4.044 2.136 -0.927
H: 4.590 2.146 0.777
H: 2.884 2.241 0.402
H: 1.165 -0.667 -0.729
H: -1.972 -0.850 0.863
H: -0.971 -1.750 -0.231
H: -3.424 -1.927 -0.429
H: -3.524 -0.220 -0.937
H: -3.539 -2.181 -2.729
H: -2.795 -0.669 -3.138
H: -0.796 -1.693 -3.982
H: -0.055 0.229 -2.939
H: -1.921 1.417 -2.500
H: -0.243 2.404 0.353
H: -1.486 4.109 1.012
H: -2.771 2.743 -0.893
H: 0.402 1.749 2.446
H: -0.645 0.324 2.453
Br: -3.844 -2.650 1.417

=====

# 2
One molecule with the formula C2H4N4Se. Source: the Open Molecules 2025 dataset; level of theory: ωB97M-V/def2-TZVPD.

## Properties
structure (SMILES): Nn1cnnc1[SeH]
strongest force on any atom: 0.0998 Eh/bohr
energy: -73441.876 eV
charge: 0
energy relative to the best compared isomer or geometry (same formula, charge and spin): 32.5 kcal per mole
orbital gap: 8.90 eV

Positions of all 11 atoms, in Å:
C: -0.653 0.944 1.518
C: 1.538 0.643 1.359
N: -0.006 1.487 2.552
N: 1.284 1.256 2.458
N: 0.153 0.368 0.678
N: -0.059 -0.206 -0.494
Se: 3.036 -0.342 0.785
H: -1.599 1.145 1.256
H: 0.607 -0.984 -0.654
H: -0.989 -0.400 -0.981
H: 3.680 0.880 1.031

=====

# 3
An isolated ion of composition C2H4NO and charge +1. Source: the Open Molecules 2025 dataset; level of theory: ωB97M-V/def2-TZVPD.

## Properties
structure (SMILES): [NH3+]C#CO
strongest force on any atom: 0.0643 Eh/bohr
energy: -5665.631 eV
charge: +1
energy relative to the best compared isomer or geometry (same formula, charge and spin): 39.2 kcal per mole
orbital gap: 10.48 eV

Positions of all 8 atoms, in Å:
C: -0.020 0.146 -0.249
C: 1.161 0.223 0.059
N: -1.392 0.045 0.038
O: 2.434 0.257 0.062
H: -1.468 -0.571 0.873
H: -1.659 -0.465 -0.816
H: -1.811 0.879 0.446
H: 2.756 -0.514 -0.414

=====

# 4
One molecule with the formula C10H10O2. Source: the Open Molecules 2025 dataset; level of theory: ωB97M-V/def2-TZVPD.

## Properties
structure (SMILES): O=C1C=CC2=C(CCCC2)C1=O
strongest force on any atom: 0.1145 Eh/bohr
energy: -14624.622 eV
charge: 0
energy relative to the best compared isomer or geometry (same formula, charge and spin): 76.7 kcal per mole
orbital gap: 7.72 eV

Positions of all 22 atoms, in Å:
O: -2.259 -1.937 -2.805
O: 0.384 -1.819 -2.477
C: -1.717 -1.460 -1.821
C: -0.278 -1.289 -1.674
C: -2.667 -0.894 -0.894
C: -2.066 -0.070 0.053
C: 0.293 -0.428 -0.627
C: -0.621 0.164 0.221
C: 1.804 -0.221 -0.483
C: -0.284 1.190 1.271
C: 2.151 0.863 0.601
C: 1.033 0.901 1.754
H: -3.668 -1.179 -0.907
H: -2.747 0.338 0.806
H: 2.227 -0.085 -1.507
H: 2.060 -1.165 -0.025
H: -0.914 1.082 2.146
H: -0.325 2.220 0.767
H: 2.206 1.858 0.060
H: 3.154 0.460 0.927
H: 0.937 -0.102 2.182
H: 1.295 1.574 2.431

=====

# 5
A 4-piece molecular cluster, C22H34F9O11PS overall. Source: the Open Molecules 2025 dataset; level of theory: ωB97M-V/def2-TZVPD.

## Properties
structure (SMILES): CC(=O)OCCPCCCCC(F)(F)C(F)(F)S(F)(F)(F)(F)F.C[C@@H]1COC(=O)O1.C[C@@H]1COC(=O)O1.C[C@@H]1COC(=O)O1
strongest force on any atom: 0.0147 Eh/bohr
energy: -90469.186 eV
charge: 0
orbital gap: 8.53 eV

Positions of all 78 atoms, in Å:
C: -0.842 -3.334 -0.840
C: -2.319 -3.113 -0.697
O: -2.945 -3.229 0.329
O: -2.885 -2.803 -1.881
C: -4.194 -2.228 -1.853
C: -4.175 -0.704 -1.692
P: -2.796 -0.046 -0.648
C: -2.886 1.764 -1.015
C: -1.520 2.449 -0.883
C: -0.362 1.711 -1.560
C: 0.904 2.567 -1.674
C: 1.797 2.524 -0.442
F: 1.092 2.135 0.657
F: 2.311 3.739 -0.137
C: 2.956 1.476 -0.515
F: 3.381 1.198 0.722
F: 2.474 0.348 -1.045
S: 4.524 1.986 -1.486
F: 3.739 3.094 -2.307
F: 4.232 0.939 -2.645
F: 5.361 0.871 -0.713
F: 4.868 3.041 -0.358
F: 5.846 2.402 -2.242
H: -0.421 -2.690 -1.608
H: -0.671 -4.381 -1.106
H: -0.371 -3.160 0.124
H: -4.631 -2.490 -2.816
H: -4.803 -2.688 -1.076
H: -5.134 -0.408 -1.261
H: -4.095 -0.218 -2.664
H: -3.369 -0.089 0.646
H: -3.574 2.212 -0.304
H: -3.275 1.916 -2.024
H: -1.579 3.457 -1.305
H: -1.290 2.585 0.177
H: -0.148 0.771 -1.056
H: -0.663 1.450 -2.579
H: 0.657 3.616 -1.845
H: 1.487 2.224 -2.527
C: -3.697 2.225 5.724
C: -3.193 2.028 4.319
C: -1.789 2.535 4.050
O: -1.858 2.910 2.669
C: -3.146 3.189 2.370
O: -3.507 3.680 1.349
O: -3.957 2.818 3.383
H: -3.767 3.288 5.955
H: -4.685 1.785 5.848
H: -3.017 1.751 6.433
H: -3.288 0.983 4.012
H: -1.013 1.787 4.186
H: -1.556 3.424 4.642
C: -2.778 -5.107 -5.662
C: -1.764 -4.003 -5.519
C: -0.720 -4.210 -4.438
O: -0.431 -2.871 -4.026
C: -1.514 -2.106 -4.298
O: -1.681 -1.004 -3.893
O: -2.391 -2.788 -5.069
H: -3.372 -5.192 -4.752
H: -3.454 -4.910 -6.492
H: -2.273 -6.056 -5.847
H: -1.284 -3.785 -6.477
H: 0.190 -4.690 -4.789
H: -1.124 -4.759 -3.583
C: 6.313 1.463 3.526
C: 6.191 0.198 4.333
C: 5.684 -1.011 3.570
O: 4.989 -1.746 4.581
C: 4.594 -0.875 5.541
O: 3.843 -1.133 6.423
O: 5.176 0.331 5.345
H: 5.330 1.778 3.173
H: 6.730 2.272 4.123
H: 6.960 1.300 2.664
H: 7.130 -0.036 4.842
H: 6.472 -1.628 3.145
H: 4.974 -0.729 2.788

=====

# 6
One molecule with the formula C29H24Cl2O5. Source: the Open Molecules 2025 dataset; level of theory: ωB97M-V/def2-TZVPD.

## Properties
structure (SMILES): Cc1ccc(C(C)C)c(OCc2ccc3c(c2)C(=O)c2c(CC(=O)Cl)cc(CC(=O)Cl)cc2C3=O)c1
strongest force on any atom: 0.0081 Eh/bohr
energy: -65745.830 eV
charge: 0
orbital gap: 7.74 eV

Positions of all 60 atoms, in Å:
C: 3.448 -0.109 4.280
C: 3.995 -0.150 2.878
C: 4.979 -1.064 2.505
C: 5.472 -1.076 1.208
C: 5.015 -0.206 0.214
C: 5.656 -0.301 -1.158
C: 6.024 1.056 -1.791
C: 4.859 -1.205 -2.128
C: 3.999 0.678 0.594
O: 3.429 1.578 -0.287
C: 2.464 1.062 -1.191
C: 1.206 0.544 -0.537
C: 1.190 -0.670 0.161
C: 0.028 -1.132 0.757
C: -1.152 -0.407 0.620
C: -1.155 0.794 -0.090
C: 0.028 1.273 -0.646
C: -2.412 1.579 -0.211
O: -2.390 2.775 -0.407
C: -3.688 0.805 -0.093
C: -4.879 1.234 -0.698
C: -4.990 2.490 -1.524
C: -4.641 2.361 -2.993
O: -4.917 3.158 -3.823
Cl: -3.704 0.908 -3.442
C: -6.004 0.429 -0.588
C: -6.002 -0.768 0.126
C: -7.300 -1.545 0.217
C: -7.109 -3.037 0.288
O: -6.621 -3.644 1.179
Cl: -7.717 -3.893 -1.154
C: -4.829 -1.176 0.743
C: -3.680 -0.405 0.610
C: -2.413 -0.913 1.224
O: -2.418 -1.721 2.122
C: 3.522 0.717 1.899
H: 3.310 0.923 4.604
H: 4.150 -0.577 4.969
H: 2.490 -0.625 4.351
H: 5.378 -1.755 3.238
H: 6.264 -1.771 0.953
H: 6.600 -0.818 -0.981
H: 7.050 1.326 -1.537
H: 5.980 0.990 -2.879
H: 5.382 1.862 -1.452
H: 5.539 -1.819 -2.718
H: 4.198 -1.878 -1.580
H: 4.254 -0.614 -2.816
H: 2.206 1.900 -1.838
H: 2.892 0.276 -1.818
H: 2.099 -1.254 0.232
H: 0.013 -2.058 1.316
H: 0.020 2.225 -1.163
H: -4.381 3.298 -1.132
H: -6.031 2.821 -1.526
H: -6.924 0.732 -1.078
H: -7.819 -1.263 1.139
H: -7.947 -1.296 -0.619
H: -4.768 -2.085 1.326
H: 2.749 1.436 2.144